[1]
Molecular formula: C3H13N2OS2
Method: DFT, the ωB97M-V functional and the def2-TZVPD basis

Element x y z (Å)
1 S -3.13635 -1.23745 2.24982
2 S -2.39502 -2.06202 0.58668
3 C -0.59737 -1.74718 0.70038
4 C -0.14607 -0.63140 -0.22665
5 C 1.38415 -0.42005 -0.19865
6 N 1.98314 0.14210 -1.37741
7 N -0.81637 0.64591 0.19323
8 H -3.01804 -2.22337 3.15879
9 H -0.11160 -2.70476 0.55925
10 H -0.37486 -1.37713 1.71174
11 H -0.47387 -0.86818 -1.23975
12 H 1.91251 -1.37256 -0.07944
13 H 1.68290 0.18049 0.67215
14 H 1.63157 1.05397 -1.61403
15 H 2.12855 -0.51948 -2.11683
16 H -0.46027 1.50258 -0.26304
17 H -0.90125 0.72437 1.20832
18 H -1.78856 0.69278 -0.13461
19 H 0.79631 3.81032 -1.85925
20 H 1.80185 3.24223 -0.80173
21 O 0.89866 3.16883 -1.12898

LUMO energy   -3.09 eV
Orbital gap   9.7 eV
Total charge   +1
E_HOMO   -12.782 eV

Population analysis type natural (NBO), resulting atomic charges in e:
1 S -0.126
2 S 0.113
3 C -0.564
4 C -0.081
5 C -0.246
6 N -0.844
7 N -0.697
8 H 0.151
9 H 0.267
10 H 0.230
11 H 0.232
12 H 0.232
13 H 0.198
14 H 0.377
15 H 0.385
16 H 0.471
17 H 0.445
18 H 0.445
19 H 0.505
20 H 0.496
21 O -0.988

***

[2]
Molecular formula: CHNO2
Method: DFT, the ωB97M-V functional and the def2-TZVPD basis

Element x y z (Å)
1 C 1.46655 -0.58271 0.35470
2 N -1.29978 0.91585 -0.15236
3 O 1.97803 -0.83851 -0.63840
4 O -2.42669 1.04196 0.16340
5 H 0.28190 -0.53659 0.27267

LUMO energy (alpha / beta)   -0.46 / -0.93 eV
Orbital gap (alpha / beta)   8.1 / 8.5 eV
E_HOMO (alpha / beta)   -8.530 / -9.393 eV

Population analysis type natural (NBO), resulting atomic charges in e:
1 C 0.308
2 N 0.195
3 O -0.446
4 O -0.180
5 H 0.123

***

Short version: ΔE to the lowest compared entry with this formula, charge and spin = 16.7, 44.4 kcal per mole, in the order given.